{
  "formula": "C34H41ClN4NiP2",
  "method": "ωB97M-V with the def2-TZVPD basis set",
  "symbols": ["Ni", "C", "C", "C", "C", "C", "C", "C", "C", "C", "H", "H", "H", "H", "H", "H", "H", "H", "H", "H", "H", "H", "H", "H", "H", "P", "P", "N", "N", "N", "N", "C", "C", "C", "C", "C", "C", "C", "C", "C", "C", "C", "C", "C", "C", "C", "C", "C", "C", "H", "H", "H", "H", "H", "H", "H", "H", "H", "H", "H", "H", "H", "H", "H", "H", "H", "H", "H", "H", "Cl", "C", "C", "C", "C", "C", "C", "C", "H", "H", "H", "H", "H", "H"],
  "xyz": [[1.2422, 1.8808, 1.1504], [-1.2075, -6.0800, -2.2282], [-1.2157, -4.9202, -2.8960], [-2.3719, -4.1007, -3.4064], [-3.7660, -4.3909, -2.8077], [-3.8209, -4.1911, -1.3121], [-3.4852, -5.0462, -0.3389], [-2.9648, -6.4573, -0.4215], [-2.3777, -6.9187, -1.7737], [1.1099, 2.9523, 2.9631], [-0.2293, -6.4679, -1.9431], [-0.2414, -4.4813, -3.1148], [-2.4280, -4.2039, -4.5016], [-2.1317, -3.0432, -3.2274], [-4.4755, -3.6988, -3.2763], [-4.0930, -5.3932, -3.0897], [-4.1538, -3.2025, -0.9953], [-3.5980, -4.6833, 0.6836], [-3.7669, -7.1525, -0.1278], [-2.1887, -6.5688, 0.3487], [-2.0349, -7.9525, -1.6475], [-3.1633, -6.9529, -2.5307], [2.0177, 2.8259, 3.5811], [0.2287, 2.6320, 3.5563], [0.9903, 4.0287, 2.7187], [-1.0258, 1.4611, 1.0860], [1.2681, 0.7403, -0.8566], [-1.7149, 0.5229, 2.3722], [-2.1915, 2.7666, 1.0512], [1.5897, -0.9653, -0.7398], [2.2600, 1.2579, -2.1862], [-1.4665, 0.4851, -0.4491], [-0.4502, 0.7599, -1.5706], [-0.9390, -0.1124, 3.3482], [-1.7721, -0.9250, 4.0890], [-3.0974, -0.7924, 3.5552], [-3.0404, 0.0937, 2.4980], [-2.2186, 3.7931, 1.9968], [-3.0184, 4.8075, 1.5069], [-3.4766, 4.4104, 0.2086], [-2.9471, 3.1616, -0.0552], [2.4476, -1.4871, 0.2349], [2.5090, -2.8558, 0.0672], [1.6662, -3.1946, -1.0414], [1.1137, -2.0235, -1.5222], [2.5242, 0.5936, -3.3863], [3.1947, 1.4696, -4.2183], [3.3385, 2.7128, -3.5183], [2.7600, 2.5612, -2.2738], [-2.5081, 0.6835, -0.7643], [-1.4089, -0.5742, -0.1297], [-0.5640, 0.0480, -2.4081], [-0.5682, 1.7804, -1.9846], [0.1334, 0.0897, 3.4010], [-1.4682, -1.5432, 4.9365], [-4.0010, -1.2863, 3.9208], [-3.8132, 0.4890, 1.8364], [-1.6742, 3.6881, 2.9365], [-3.2630, 5.7332, 2.0318], [-4.1368, 4.9736, -0.4535], [-3.0425, 2.5181, -0.9310], [2.9157, -0.8132, 0.9543], [3.0910, -3.5471, 0.6822], [1.4791, -4.1959, -1.4391], [0.4210, -1.8513, -2.3456], [2.2451, -0.4524, -3.5168], [3.5642, 1.2374, -5.2203], [3.8326, 3.6162, -3.8835], [2.6548, 3.2385, -1.4248], [5.2138, 2.0764, 3.6217], [4.5952, 3.5029, 2.7926], [5.0199, 4.7540, 3.2566], [4.5670, 5.9246, 2.6487], [3.6842, 5.8542, 1.5718], [3.2528, 4.6132, 1.0980], [3.6985, 3.4219, 1.6963], [3.1986, 2.0934, 1.1643], [5.7032, 4.8198, 4.0940], [4.8979, 6.8875, 3.0156], [3.3294, 6.7643, 1.1050], [2.5573, 4.5921, 0.2741], [3.6085, 1.9600, 0.1496], [3.5972, 1.2486, 1.7539]],
  "atomic_forces_ev_per_a": [[0.038, 0.788, 1.398], [0.013, 0.380, -0.178], [0.028, -0.353, 0.216], [-0.182, -0.053, -0.014], [0.145, -0.006, -0.083], [0.140, -0.224, 0.300], [-0.106, 0.288, -0.241], [0.066, -0.110, -0.118], [-0.120, 0.031, 0.115], [-0.619, -0.091, 0.132], [-0.102, 0.056, -0.052], [-0.104, -0.079, 0.013], [0.025, 0.017, 0.179], [-0.031, -0.100, -0.002], [0.087, -0.105, 0.063], [0.016, 0.179, 0.026], [0.025, -0.123, -0.002], [0.009, -0.022, -0.146], [0.128, 0.132, -0.046], [-0.108, 0.030, -0.109], [-0.048, 0.152, -0.031], [0.144, -0.037, 0.103], [-0.414, 0.037, -0.318], [0.352, 0.249, -0.046], [0.077, -0.478, 0.151], [-1.868, -0.418, 0.380], [-0.040, -0.928, -1.678], [0.219, -0.083, -0.214], [0.506, -0.048, -0.384], [-0.118, 0.299, 0.035], [-0.213, -0.097, 0.103], [-0.314, -0.030, 0.372], [0.267, -0.015, -0.223], [-0.495, -0.213, -0.050], [0.378, 0.256, -0.215], [-0.028, 0.341, -0.417], [0.318, -0.196, 0.380], [-0.317, 0.183, -0.322], [0.261, -0.411, 0.211], [0.185, -0.493, -0.082], [-0.144, 0.521, 0.164], [-0.206, -0.438, -0.239], [0.036, 0.527, 0.149], [-0.224, 0.455, -0.213], [0.307, -0.313, 0.334], [0.230, 0.478, -0.122], [-0.245, -0.357, 0.322], [-0.200, 0.025, 0.472], [0.040, -0.230, -0.513], [0.547, -0.295, 0.121], [-0.017, 0.423, -0.104], [0.020, 0.360, 0.341], [0.047, -0.383, 0.162], [-0.508, -0.080, 0.087], [-0.141, 0.310, -0.409], [0.440, 0.248, -0.181], [0.334, -0.187, 0.334], [-0.222, 0.086, -0.439], [0.135, -0.446, -0.243], [0.312, -0.267, 0.293], [-0.014, 0.466, 0.443], [-0.122, -0.344, -0.304], [-0.295, 0.370, -0.316], [0.075, 0.529, 0.217], [0.305, -0.105, 0.362], [0.130, 0.471, 0.051], [-0.187, 0.106, 0.506], [-0.245, -0.446, 0.194], [0.134, -0.274, -0.462], [-0.282, 0.385, -0.334], [-0.346, 1.018, -0.462], [-0.204, -0.162, -0.198], [-0.147, -0.367, -0.137], [0.066, -0.455, 0.023], [0.878, 0.431, 0.924], [0.177, -1.234, 0.076], [1.519, 0.446, -0.176], [-0.019, -0.099, -0.021], [0.020, -0.042, 0.032], [-0.007, 0.002, -0.009], [-0.155, -0.178, -0.104], [0.066, 0.024, 0.235], [-0.089, 0.316, -0.059]],
  "lowdin_spin": [1.4507, 0.0000, 0.0000, 0.0000, 0.0000, 0.0000, 0.0000, 0.0000, 0.0000, 0.1849, 0.0000, 0.0000, 0.0000, 0.0000, 0.0000, 0.0000, 0.0000, 0.0000, 0.0000, 0.0000, 0.0000, 0.0000, 0.0081, 0.0128, 0.0156, 0.0301, 0.0410, 0.0059, 0.0025, 0.0051, 0.0094, 0.0063, 0.0050, 0.0003, 0.0001, 0.0001, 0.0019, 0.0012, 0.0012, 0.0012, 0.0012, 0.0009, 0.0004, 0.0001, 0.0021, 0.0027, 0.0003, 0.0001, 0.0003, 0.0017, 0.0000, 0.0019, 0.0000, 0.0005, 0.0000, 0.0001, 0.0001, 0.0007, 0.0001, 0.0001, 0.0002, 0.0007, 0.0000, 0.0001, 0.0001, 0.0000, 0.0001, 0.0000, 0.0003, 0.0026, 0.0103, -0.0007, 0.0079, -0.0011, 0.0106, 0.0115, 0.1413, -0.0002, 0.0006, -0.0003, 0.0015, 0.0080, 0.0097],
  "de_lowest_kj_mol": 0.0,
  "total_charge": 0,
  "lumo_ev": [-0.23, -0.31],
  "s_squared": 2.0114,
  "homo_lumo_gap_ev": [5.55, 7.62],
  "multiplicity": 3,
  "e_homo_ev": [-5.78, -7.94]
}